Entry 1:
{"formula": "C7H14O2", "method": "ωB97M-V with the def2-TZVPD basis set", "de_lowest_kcal_mol": 15.7, "smiles": "C=C(C)C(C)(C)C(O)O", "multiplicity": 1, "gap_ev": 9.95, "e_lumo_ev": 0.761, "homo_ev": -9.19, "molar_mass_g_mol": 130.19, "total_charge": 0, "symbols": ["C", "C", "C", "C", "C", "C", "C", "O", "O", "H", "H", "H", "H", "H", "H", "H", "H", "H", "H", "H", "H", "H", "H"], "coordinates": [[-0.228, 0.035, -0.292], [-1.494, 0.200, 0.590], [-0.254, -1.365, -0.917], [-0.283, 1.097, -1.400], [2.296, -0.363, 0.007], [1.033, 0.261, 0.529], [1.078, 1.015, 1.616], [-2.688, 0.021, -0.115], [-1.408, -0.706, 1.654], [-2.173, -0.585, 2.228], [-2.717, -0.891, -0.433], [-1.560, 1.237, 0.950], [-1.129, -1.477, -1.556], [-0.283, -2.119, -0.134], [0.620, -1.530, -1.539], [0.518, 0.939, -2.117], [-1.236, 1.042, -1.921], [-0.178, 2.092, -0.975], [3.155, 0.025, 0.548], [2.272, -1.443, 0.138], [2.431, -0.149, -1.051], [2.006, 1.171, 2.141], [0.220, 1.494, 2.048]], "forces_ev_per_angstrom": [[-0.37, -0.01, 0.12], [0.33, 0.39, 0.00], [-0.03, 0.18, 0.23], [-0.10, -0.11, 0.15], [-0.03, 0.07, 0.12], [0.11, -0.02, -0.06], [0.03, 0.05, 0.06], [-0.31, -0.06, -0.22], [0.03, -0.22, 0.16], [0.01, 0.05, -0.10], [0.01, 0.05, 0.05], [0.05, -0.17, -0.04], [-0.03, -0.04, -0.09], [0.02, -0.16, -0.02], [0.06, -0.04, -0.09], [0.11, 0.02, -0.09], [-0.03, -0.02, -0.11], [0.01, 0.11, 0.01], [0.07, 0.00, 0.01], [0.04, -0.12, -0.08], [0.07, -0.05, -0.13], [0.22, 0.04, 0.03], [-0.27, 0.05, 0.08]], "nbo_charge": [-0.1324, 0.3839, -0.6205, -0.6000, -0.6448, 0.0572, -0.4053, -0.7211, -0.7279, 0.4786, 0.4687, 0.1437, 0.2005, 0.2278, 0.2187, 0.2074, 0.2234, 0.2149, 0.2177, 0.2170, 0.2085, 0.1935, 0.1905]}



Entry 2:
{"formula": "C7H14O4Pt", "method": "ωB97M-V with the def2-TZVPD basis set", "multiplicity": 4, "gap_ev": [7.06, 5.57], "e_lumo_ev": [-5.483, -6.944], "homo_ev": [-12.54, -12.52], "molar_mass_g_mol": 357.26, "total_charge": 1, "symbols": ["O", "C", "C", "O", "C", "H", "H", "H", "H", "H", "H", "H", "O", "C", "C", "O", "C", "C", "Pt", "H", "H", "H", "H", "H", "H", "H"], "coordinates": [[-2.398, -1.896, 1.055], [-1.650, -0.811, 0.831], [-2.099, 0.093, -0.300], [-3.330, 0.674, 0.026], [-3.786, 1.600, -0.927], [-0.497, -1.108, 0.742], [-2.173, -0.496, -1.234], [-1.327, 0.869, -0.460], [-4.749, 1.991, -0.578], [-3.076, 2.438, -1.037], [-3.926, 1.124, -1.912], [-1.624, -0.236, 1.787], [3.865, 1.328, -0.882], [2.657, 1.719, -0.309], [2.131, 0.671, 0.663], [2.243, -0.622, -0.003], [1.571, -1.671, 0.600], [1.559, -2.895, 0.045], [3.736, -0.494, -1.063], [1.882, 1.896, -1.079], [2.755, 2.661, 0.262], [1.077, 0.850, 0.906], [2.736, 0.620, 1.580], [1.443, -1.527, 1.676], [1.844, -3.052, -0.996], [1.138, -3.726, 0.608]], "forces_ev_per_angstrom": [[0.01, -0.36, 0.03], [1.77, 0.14, 0.29], [0.06, 0.01, -0.42], [0.28, -0.24, 0.40], [-0.15, 0.27, -0.38], [-2.24, 0.50, -0.14], [0.00, 0.14, 0.18], [-0.07, -0.01, -0.01], [0.30, -0.15, -0.09], [-0.16, -0.17, 0.01], [0.02, 0.12, 0.22], [-0.21, -0.07, -0.13], [0.37, 2.32, -0.11], [-1.47, 1.19, 0.94], [-0.34, 0.46, 0.68], [-5.24, 0.38, 3.05], [1.19, -2.85, 0.74], [-0.50, 1.36, 0.16], [5.77, -3.02, -4.45], [0.53, -0.06, -0.02], [0.20, -0.29, -0.32], [0.25, -0.03, -0.05], [-0.14, -0.01, -0.26], [-0.36, 0.19, -0.40], [0.00, -0.05, 0.22], [0.13, 0.24, -0.17]], "mulliken_spin": [0.8534, 0.0019, -0.0101, 0.0031, -0.0017, 0.0556, 0.0021, 0.0035, -0.0001, 0.0000, 0.0002, 0.0859, 0.5616, 0.0054, 0.0030, 0.0940, -0.0369, 0.0588, 1.2812, 0.0244, 0.0142, 0.0047, -0.0064, 0.0061, -0.0059, 0.0022]}



Entry 3:
{"formula": "C7H14O4Sm", "method": "ωB97M-V with the def2-TZVPD basis set", "multiplicity": 6, "gap_ev": [5.76, 6.09], "e_lumo_ev": [-4.237, -4.243], "homo_ev": [-10.00, -10.33], "molar_mass_g_mol": 312.54, "total_charge": 1, "symbols": ["C", "O", "C", "O", "C", "C", "O", "C", "Sm", "H", "H", "H", "H", "H", "H", "H", "H", "H", "H", "C", "O", "C", "H", "H", "H", "H"], "coordinates": [[1.312, 2.678, -0.628], [2.349, 2.198, 0.167], [0.001, 1.900, -0.481], [0.191, 0.542, -0.835], [-0.014, -0.456, 0.208], [0.665, -1.735, -0.182], [2.106, -1.618, -0.033], [2.864, -2.772, -0.334], [2.463, 0.428, 0.735], [1.595, 2.656, -1.701], [1.076, 3.734, -0.383], [-0.760, 2.320, -1.159], [-0.372, 2.000, 0.555], [0.494, -2.000, -1.240], [0.352, -2.555, 0.481], [3.910, -2.551, -0.099], [2.519, -3.620, 0.276], [2.765, -3.005, -1.404], [-0.649, -0.451, 1.107], [-3.700, -1.985, 1.236], [-3.364, -0.890, 0.376], [-2.409, -1.028, -0.541], [-4.781, -2.155, 1.152], [-3.154, -2.893, 0.935], [-3.455, -1.712, 2.271], [-2.394, -2.101, -0.851]], "forces_ev_per_angstrom": [[-1.29, 1.47, -1.60], [-0.45, 3.80, -1.24], [-0.38, 0.68, 0.34], [0.34, -1.32, 1.43], [2.64, -0.17, 0.48], [-1.66, 0.11, -0.18], [0.52, -0.78, -0.43], [0.21, -0.64, -0.42], [-0.15, -3.44, 2.35], [0.04, 0.02, 0.53], [0.26, -0.42, -0.06], [0.29, -0.04, 0.30], [0.03, -0.18, -0.31], [-0.03, 0.00, 0.27], [-0.03, 0.19, -0.22], [-0.17, -0.15, -0.09], [0.11, 0.22, -0.20], [0.09, -0.07, 0.31], [-0.18, 0.67, -1.11], [-0.78, -0.67, 0.04], [1.97, -0.07, -0.42], [-1.90, 0.84, -0.23], [0.29, 0.01, 0.12], [-0.17, 0.31, 0.08], [-0.01, -0.01, -0.38], [0.43, -0.34, 0.63]], "mulliken_spin": [-0.0006, -0.0271, 0.0007, -0.0291, -0.2670, 0.0196, -0.0210, 0.0015, 5.3465, -0.0009, -0.0006, -0.0009, 0.0027, -0.0104, -0.0043, 0.0013, -0.0020, 0.0001, 0.0251, -0.0047, 0.0034, -0.0311, 0.0005, 0.0002, 0.0003, -0.0022]}